70
Properties=species:S:1:pos:R:3 method="wB97M-V/def2-TZVPD" homo_energy_ha=-0.5702 spin_multiplicity=1 total_charge=+3 energy_ha=-3527.045855 de_lowest_kcal_mol=44.2
Ga 0.95 -0.48 0.32
C 3.75 3.06 -2.46
N 3.71 2.03 -1.41
C 4.82 1.96 -0.44
C 2.70 1.18 -1.30
N 2.62 0.27 -0.34
N 1.72 1.26 -2.27
C 0.50 0.64 -2.34
N -0.21 0.92 -3.44
N 0.06 -0.13 -1.39
H 4.62 3.69 -2.29
H 2.87 3.70 -2.41
H 3.86 2.62 -3.45
H 5.57 2.68 -0.72
H 5.28 0.97 -0.46
H 4.46 2.20 0.56
H 3.39 0.34 0.31
H 1.91 1.92 -3.01
H 0.17 1.45 -4.21
H -1.11 0.49 -3.59
H -0.89 -0.48 -1.54
C 1.92 -3.37 -1.13
P 1.22 -2.84 0.44
C -0.31 -3.75 0.68
C 2.38 -3.35 1.73
H 2.11 -4.45 -1.10
H 2.87 -2.86 -1.31
H 1.24 -3.15 -1.95
H -0.10 -4.82 0.63
H -1.02 -3.50 -0.11
H -0.76 -3.52 1.65
H 2.49 -4.43 1.70
H 2.04 -3.05 2.72
H 3.36 -2.90 1.55
N -4.61 0.39 3.30
C -4.71 -0.38 2.01
C -3.35 -0.36 1.30
N -3.32 -1.06 0.02
H -5.43 0.23 3.89
H -4.54 1.40 3.13
H -3.77 0.13 3.84
H -5.50 0.08 1.42
H -5.01 -1.39 2.27
H -2.61 -0.80 1.96
H -3.04 0.68 1.14
H -3.90 -0.58 -0.66
H -3.69 -2.00 0.11
C 1.48 4.62 0.79
C 2.11 3.92 1.82
C 1.72 2.62 2.12
C 0.69 2.02 1.40
C 0.04 2.73 0.39
C 0.44 4.03 0.09
N 0.33 0.65 1.67
C -0.36 0.36 2.84
C -1.01 1.36 3.58
C -1.73 1.05 4.72
C -1.86 -0.27 5.16
C -1.20 -1.27 4.44
C -0.46 -0.96 3.31
H 1.77 5.64 0.57
H 2.89 4.39 2.39
H 2.20 2.07 2.92
H -0.79 2.27 -0.13
H -0.08 4.58 -0.68
H -0.93 2.39 3.26
H -2.18 1.85 5.30
H -2.37 -0.51 6.08
H -1.24 -2.30 4.79
H 0.07 -1.75 2.80

=====

49
Properties=species:S:1:pos:R:3 method="wB97M-V/def2-TZVPD" homo_energy_ha=-0.2695 spin_multiplicity=1 total_charge=0 energy_ha=-1440.359761 de_lowest_kcal_mol=28.9
Tl -0.74 2.30 0.52
F 5.91 0.64 -2.00
C 5.58 0.79 -0.69
C 4.28 0.97 -0.33
C 3.96 1.07 1.03
C 2.52 1.21 1.39
O 1.70 1.25 0.48
C 2.26 1.23 2.81
C 3.30 1.15 3.67
N 4.62 1.08 3.33
C 5.63 0.97 4.35
C 6.59 2.11 4.54
C 5.51 1.86 5.55
C 4.97 0.99 1.99
C 6.30 0.81 1.59
C 6.61 0.71 0.25
N 7.97 0.47 -0.14
C 8.25 -0.93 -0.42
C 9.75 -1.15 -0.41
N 10.38 -0.22 -1.41
C 10.03 1.22 -1.15
C 8.52 1.34 -1.16
C 0.87 1.33 3.48
O 0.83 0.97 4.66
O -0.06 1.80 2.77
H 3.48 1.02 -1.05
H 3.07 1.12 4.72
H 6.00 -0.04 4.51
H 6.47 2.96 3.89
H 7.62 1.86 4.80
H 4.69 2.56 5.58
H 5.78 1.43 6.51
H 7.10 0.76 2.31
H 7.83 -1.25 -1.39
H 7.79 -1.55 0.35
H 10.02 -2.17 -0.68
H 10.17 -0.90 0.56
H 10.04 -0.47 -2.35
H 11.39 -0.35 -1.42
H 10.50 1.82 -1.92
H 10.44 1.47 -0.17
H 8.15 1.10 -2.17
H 8.24 2.37 -0.95
B -3.18 -1.86 -0.97
C -2.12 -0.79 -0.49
N -1.34 -0.01 -0.13
H -4.26 -1.31 -0.98
H -3.15 -2.77 -0.17
H -2.85 -2.22 -2.08

=====

103
Properties=species:S:1:pos:R:3 method="wB97M-V/def2-TZVPD" homo_energy_ha=-0.0998 spin_multiplicity=1 total_charge=-1 energy_ha=-3025.974965
C -0.12 -0.70 -4.27
C 0.41 -1.70 -3.05
O 1.58 -1.06 -2.42
C 1.74 -1.47 -1.01
P 1.71 0.12 0.12
C -0.19 -0.06 0.32
C -0.70 -0.96 1.57
P 2.23 -1.02 1.85
C 2.12 -0.20 3.51
C 2.27 -2.86 1.72
H 0.84 -0.23 -4.76
H -0.84 0.15 -3.89
H -0.70 -1.38 -5.05
H -0.48 -1.92 -2.33
H 0.77 -2.69 -3.59
H 2.81 -1.94 -0.91
H 0.94 -2.25 -0.65
H 3.11 0.26 -0.18
H 1.69 1.35 0.93
H 1.44 0.92 -1.07
H -0.62 1.04 0.44
H -0.63 -0.48 -0.68
H -1.90 -0.96 1.50
H -0.50 -0.48 2.65
H -0.41 -2.11 1.53
H 1.67 0.89 3.51
H 1.44 -0.85 4.26
H 3.17 -0.11 4.07
H 1.30 -3.45 1.47
H 2.69 -3.33 2.73
H 3.07 -3.18 0.89
F -0.15 2.27 -2.08
C 0.50 3.12 -2.89
C 1.89 3.10 -2.93
C 2.57 3.98 -3.78
C 1.85 4.87 -4.57
C 0.45 4.89 -4.53
C -0.22 4.00 -3.69
H 2.43 2.40 -2.30
H 3.65 3.96 -3.82
H 2.38 5.56 -5.23
H -0.11 5.59 -5.14
H -1.31 3.99 -3.65
F -3.09 -2.22 4.05
C -3.80 -3.16 3.41
C -3.20 -3.88 2.38
C -3.93 -4.86 1.72
C -5.25 -5.12 2.10
C -5.84 -4.39 3.13
C -5.11 -3.41 3.80
H -2.18 -3.66 2.10
H -3.47 -5.44 0.92
H -5.83 -5.89 1.58
H -6.87 -4.59 3.42
H -5.55 -2.84 4.61
F 2.01 -7.16 -1.03
C 2.77 -6.40 -1.83
C 2.67 -5.01 -1.75
C 3.47 -4.22 -2.57
C 4.34 -4.82 -3.48
C 4.43 -6.21 -3.56
C 3.64 -7.01 -2.72
H 1.98 -4.56 -1.04
H 3.40 -3.14 -2.52
H 4.96 -4.21 -4.13
H 5.11 -6.68 -4.26
H 3.70 -8.09 -2.76
F 2.11 6.16 6.72
C 1.75 4.87 6.72
C 0.89 4.40 5.73
C 0.51 3.06 5.72
C 0.98 2.20 6.72
C 1.84 2.68 7.71
C 2.23 4.02 7.71
H 0.53 5.09 4.97
H -0.15 2.68 4.95
H 0.68 1.16 6.72
H 2.20 2.01 8.49
H 2.90 4.41 8.47
F -3.24 -1.29 -6.07
C -3.61 -2.58 -6.07
C -4.46 -3.05 -7.07
C -4.84 -4.39 -7.07
C -4.37 -5.25 -6.07
C -3.52 -4.77 -5.08
C -3.13 -3.43 -5.08
H -4.83 -2.36 -7.83
H -5.50 -4.77 -7.85
H -4.67 -6.29 -6.07
H -3.15 -5.44 -4.30
H -2.46 -3.04 -4.32
F -0.89 9.65 0.64
C -0.48 9.16 1.81
C 0.80 9.44 2.27
C 1.22 8.93 3.50
C 0.35 8.13 4.25
C -0.93 7.84 3.78
C -1.35 8.37 2.56
H 1.46 10.05 1.67
H 2.22 9.15 3.87
H 0.68 7.72 5.21
H -1.60 7.22 4.36
H -2.35 8.16 2.18

=====

39
Properties=species:S:1:pos:R:3 method="wB97M-V/def2-TZVPD" homo_energy_ha=-0.3067 spin_multiplicity=1 total_charge=0 energy_ha=-1394.143712 de_lowest_kcal_mol=240.7
C -5.79 -1.39 1.51
C -5.85 -0.42 0.26
C -5.07 -0.78 -1.00
C -3.68 -0.99 -0.74
O -3.06 -2.16 -0.86
N -3.20 0.16 -0.47
H -3.70 1.01 -0.26
N -1.81 0.33 -0.33
C -1.31 1.48 0.16
O -1.89 2.42 0.35
C 0.18 1.57 0.54
H 0.38 2.23 1.16
H 0.52 0.21 0.79
C 1.02 1.76 -0.74
C 2.49 1.66 -0.65
O 3.08 2.65 -0.29
N 3.03 0.25 -0.36
C 4.27 -0.05 -0.07
C 5.47 0.99 -0.06
C 6.61 0.46 0.37
C 6.84 -0.96 0.26
C 5.72 -1.75 0.34
C 4.56 -1.26 0.00
Cl 3.20 -2.46 -0.08
H 6.01 -2.74 0.02
H 7.96 -1.30 0.53
H 7.46 0.93 0.38
H 5.21 2.10 -0.10
H 2.28 -0.40 -0.42
H 0.78 0.90 -1.47
H 0.73 2.78 -1.18
H -1.38 -0.63 -0.37
H -5.37 -0.13 -1.78
H -5.59 -1.99 -1.30
H -5.69 0.51 0.58
H -7.02 -0.13 0.04
H -4.77 -1.48 1.53
H -6.20 -2.36 1.41
H -6.42 -1.01 2.30

=====

77
Properties=species:S:1:pos:R:3 method="wB97M-V/def2-TZVPD" homo_energy_ha=-0.3377 spin_multiplicity=1 total_charge=0 energy_ha=-2663.935665 smiles="NCC1=C(CON=O)C(=O)C([PH2]=O)=CC1=O.C[C@@H]1COC(=O)O1.C[C@@H]1COC(=O)O1.C[C@@H]1COC(=O)O1.C[C@@H]1COC(=O)O1"
N -5.27 -2.05 -0.01
C -6.19 -1.00 -0.67
C -5.32 0.39 -0.71
C -5.51 1.53 0.28
C -6.65 1.46 1.48
O -7.95 2.05 1.06
N -8.31 1.59 -0.17
O -9.20 0.76 -0.01
C -4.47 2.82 0.06
O -4.84 4.10 0.17
C -2.92 2.37 -0.37
P -1.34 3.19 0.33
O -0.07 2.25 0.04
C -2.74 1.25 -1.39
C -4.17 0.56 -1.91
O -4.39 0.22 -3.18
H -4.82 -2.64 -0.77
H -4.45 -1.50 0.38
H -7.16 -0.87 -0.02
H -6.46 -1.39 -1.74
H -6.77 0.34 1.83
H -6.26 2.10 2.39
H -1.11 4.44 -0.38
H -1.43 3.33 1.76
H -1.69 0.87 -1.75
C 4.29 3.00 3.76
C 2.94 3.12 3.08
C 2.88 4.17 2.02
O 1.50 4.50 1.99
C 1.02 4.24 3.25
O -0.08 4.56 3.65
O 1.95 3.56 3.99
H 4.21 2.42 4.68
H 5.02 2.52 3.10
H 4.68 3.99 4.04
H 2.63 2.14 2.70
H 3.21 3.81 1.04
H 3.44 5.08 2.27
C 0.15 -3.68 -1.36
C -1.22 -4.28 -1.62
C -1.38 -4.86 -2.99
O -2.78 -4.78 -3.19
C -3.22 -3.72 -2.44
O -4.33 -3.24 -2.51
O -2.23 -3.28 -1.61
H 0.12 -3.04 -0.47
H 0.90 -4.46 -1.22
H 0.46 -3.04 -2.20
H -1.47 -5.00 -0.83
H -1.04 -5.90 -3.04
H -0.89 -4.28 -3.77
C 0.76 -2.65 -9.09
C 0.34 -3.53 -7.93
C -0.90 -3.06 -7.23
O -0.74 -3.61 -5.93
C 0.61 -3.73 -5.73
O 1.12 -3.99 -4.66
O 1.30 -3.50 -6.89
H 1.79 -2.88 -9.39
H 0.10 -2.80 -9.95
H 0.74 -1.59 -8.81
H 0.24 -4.57 -8.26
H -1.82 -3.43 -7.69
H -0.96 -1.97 -7.13
C 6.43 0.83 8.00
C 7.32 1.17 6.82
C 8.45 2.10 7.15
O 8.72 2.70 5.90
C 7.54 2.68 5.20
O 7.35 3.27 4.15
O 6.61 1.90 5.83
H 5.49 0.38 7.65
H 6.93 0.14 8.68
H 6.15 1.74 8.55
H 7.69 0.24 6.35
H 9.33 1.58 7.53
H 8.16 2.89 7.86